The following is a DFT calculation (ωB97M-V/def2-TZVPD) of a cluster of 13 separate species, C51H82Cl24IN3O3P2S in total in a non-equilibrium geometry.

Each line ends with the Mulliken charge.
Positions of all 167 atoms, in Å:
C  0.875  -3.416  3.341  -0.10
C  0.621  -2.316  2.934  -1.30
C  0.411  -0.883  2.775  0.65
C  1.536  -0.207  1.967  0.13
C  1.584  1.337  2.076  -1.82
C  0.332  1.973  2.622  0.09
C  -0.832  1.876  1.854  -0.98
N  -0.789  1.239  0.570  -0.11
C  -2.010  2.401  2.371  0.77
C  -2.052  3.040  3.599  1.18
C  -0.903  3.167  4.361  -0.46
I  -0.962  4.126  6.224  0.10
C  0.288  2.618  3.867  1.03
S  1.765  2.679  4.867  -0.23
C  -3.406  3.570  3.989  -1.14
O  -3.548  4.704  4.365  -0.46
C  -4.518  2.593  3.764  0.98
C  -5.541  2.320  4.668  0.31
P  -5.501  3.230  6.265  0.47
N  -6.769  4.113  6.550  -0.76
C  -6.577  1.400  4.349  1.61
P  -7.989  1.142  5.514  0.52
C  -7.458  1.054  7.288  -1.39
C  -8.881  -0.447  5.287  -0.63
C  -6.516  0.790  3.072  -0.42
C  -7.584  -0.156  2.552  -1.33
C  -7.304  -1.624  2.893  -0.27
O  -8.507  -2.368  2.985  -0.40
C  -8.371  -3.547  3.736  0.30
C  -7.780  -4.729  2.947  -1.27
C  -5.461  1.059  2.185  -0.86
N  -5.331  0.457  0.900  -0.07
C  -4.672  -0.867  0.833  -1.02
C  -3.856  -1.222  2.063  0.46
C  -4.463  1.959  2.530  -0.10
C  -3.303  2.267  1.628  -0.86
O  -3.377  2.401  0.433  -0.57
H  0.870  -4.463  3.517  0.53
H  0.214  -0.410  3.736  0.46
H  -0.512  -0.784  2.198  -0.27
H  2.479  -0.665  2.259  0.94
H  1.377  -0.478  0.927  -0.70
H  1.731  1.734  1.071  0.34
H  2.453  1.619  2.654  0.47
H  -1.408  0.436  0.564  0.14
H  -1.137  1.892  -0.121  0.41
H  2.336  3.824  4.459  0.20
H  -4.326  3.981  6.323  -0.11
H  -5.270  2.230  7.227  0.05
H  -7.428  4.061  5.781  0.30
H  -8.257  0.522  7.799  0.42
H  -7.505  2.081  7.643  0.61
H  -6.497  0.604  7.478  0.33
H  -9.579  -0.449  4.463  0.35
H  -8.225  -1.304  5.267  -0.11
H  -9.464  -0.554  6.203  0.53
H  -7.621  -0.103  1.469  0.28
H  -8.563  0.153  2.897  0.04
H  -6.765  -1.668  3.845  0.04
H  -6.658  -2.096  2.153  0.22
H  -9.367  -3.823  4.080  0.46
H  -7.767  -3.395  4.635  -0.17
H  -8.490  -5.544  2.828  0.35
H  -6.934  -5.154  3.488  0.32
H  -7.426  -4.442  1.960  0.33
H  -6.206  0.484  0.403  0.46
H  -5.399  -1.637  0.573  0.48
H  -3.965  -0.829  -0.002  0.48
H  -3.062  -0.496  2.238  -0.27
H  -4.447  -1.379  2.961  0.05
H  -3.349  -2.163  1.849  -0.12
Cl  2.301  -1.186  -1.220  -0.23
C  0.833  -0.545  -2.006  0.24
C  1.090  -0.063  -3.407  -0.50
Cl  2.121  1.396  -3.436  -0.22
H  0.447  0.248  -1.370  -0.06
H  0.105  -1.356  -2.028  0.23
H  0.148  0.202  -3.878  0.15
H  1.576  -0.825  -4.013  0.42
Cl  -1.725  -3.798  0.677  -0.05
C  -1.730  -5.567  0.892  0.21
C  -2.848  -6.029  1.796  -0.70
Cl  -2.608  -5.504  3.487  -0.22
H  -0.755  -5.856  1.278  0.36
H  -1.853  -6.006  -0.094  -0.37
H  -2.886  -7.112  1.807  0.32
H  -3.811  -5.651  1.464  0.43
Cl  -6.037  -1.747  6.598  -0.02
C  -6.075  -3.189  7.647  -0.72
C  -7.164  -3.098  8.683  -0.41
Cl  -6.836  -1.830  9.890  -0.18
H  -5.094  -3.295  8.104  0.41
H  -6.250  -4.050  7.003  0.27
H  -7.236  -4.042  9.221  0.38
H  -8.128  -2.883  8.226  0.26
Cl  -1.659  -1.241  -4.683  -0.16
C  -3.135  -0.586  -5.443  -0.53
C  -2.872  -0.095  -6.842  -0.41
Cl  -1.830  1.350  -6.854  -0.18
H  -3.514  0.208  -4.805  0.30
H  -3.868  -1.391  -5.464  0.34
H  -3.813  0.183  -7.313  0.31
H  -2.392  -0.859  -7.447  0.31
Cl  6.615  3.332  -1.924  -0.20
C  5.144  3.986  -2.689  0.02
C  5.401  4.469  -4.092  -0.47
Cl  6.441  5.919  -4.123  -0.20
H  4.764  4.784  -2.056  0.33
H  4.411  3.182  -2.709  -0.11
H  4.460  4.742  -4.566  0.32
H  5.881  3.700  -4.693  0.32
Cl  12.628  6.101  -4.846  -0.17
C  10.854  5.978  -4.992  -0.49
C  10.380  4.550  -4.974  -0.29
Cl  10.876  3.657  -6.438  -0.14
H  10.560  6.485  -5.907  0.36
H  10.426  6.514  -4.146  0.28
H  9.292  4.528  -4.940  0.09
H  10.763  4.012  -4.111  0.35
Cl  12.344  2.935  -12.525  -0.19
C  11.355  3.358  -11.103  -0.45
C  11.444  2.318  -10.019  0.46
Cl  10.662  0.781  -10.490  -0.21
H  10.330  3.498  -11.438  0.35
H  11.730  4.308  -10.725  0.30
H  10.931  2.672  -9.126  -0.01
H  12.474  2.102  -9.753  -0.23
Cl  17.272  4.910  -0.722  -0.19
C  15.825  5.596  -1.505  -0.43
C  16.106  6.075  -2.905  -0.12
Cl  17.172  7.503  -2.928  -0.19
H  15.455  6.402  -0.877  0.33
H  15.075  4.806  -1.535  0.29
H  15.172  6.366  -3.381  -0.02
H  16.575  5.299  -3.503  0.33
Cl  -10.973  2.458  -0.028  -0.19
C  -11.959  1.380  0.993  -0.40
C  -12.155  1.931  2.382  -0.60
Cl  -10.637  1.948  3.316  -0.03
H  -11.472  0.408  1.019  0.25
H  -12.925  1.272  0.502  0.36
H  -12.858  1.303  2.926  0.28
H  -12.543  2.946  2.358  0.36
Cl  14.554  2.403  -8.592  -0.21
C  14.960  0.722  -8.155  -0.45
C  16.436  0.537  -7.918  -0.47
Cl  17.384  0.705  -9.416  -0.18
H  14.599  0.074  -8.951  0.35
H  14.410  0.490  -7.244  0.32
H  16.619  -0.465  -7.535  0.32
H  16.815  1.259  -7.199  0.31
Cl  0.786  -5.973  -1.280  -0.11
C  1.853  -4.607  -0.854  -0.03
C  3.259  -5.052  -0.556  -0.37
Cl  3.358  -6.004  0.948  -0.20
H  1.409  -4.093  -0.004  -0.04
H  1.854  -3.929  -1.704  0.11
H  3.895  -4.177  -0.423  0.28
H  3.665  -5.658  -1.362  0.37
Cl  -2.406  -6.542  -2.902  -0.14
C  -2.280  -8.320  -2.872  -0.54
C  -3.394  -8.910  -2.048  -0.44
Cl  -3.150  -8.482  -0.333  -0.16
H  -1.309  -8.590  -2.465  0.29
H  -2.332  -8.667  -3.903  0.37
H  -3.395  -9.996  -2.117  0.33
H  -4.365  -8.540  -2.365  0.30

Its HOMO energy is -7.7 eV. The LUMO energy is -0.70 eV. Its frontier orbital gap is 7.011 eV. As for the largest force on an atom: 1.5 eV/A.